Record 1
# C5H6N2O2

An isolated molecule of C5H6N2O2 in a non-equilibrium geometry (the ωB97M-V functional and the def2-TZVPD basis, OMol25).

HOMO level	-0.2771	hartree
net charge	0
relative energy (zero: lowest compared OMol25 entry of this formula, charge and spin)	4.679	eV
SMILES string	O=c1[nH]cc2n1CCO2
calculated total energy	-453.962264	Ha
Kohn-Sham gap	8.177	eV
lowest unoccupied orbital energy	0.64	eV

CARTESIAN COORDINATES (ANGSTROEM)
O -0.825323 -1.647935 0.047253
O 1.341149 2.586831 -0.229575
N 0.024598 0.681055 0.168419
N 0.692095 0.883739 -1.994477
C -0.382465 -0.563977 -0.618913
C 0.715513 1.557189 -0.634491
C -0.878486 -1.206217 1.439093
C 0.214002 0.047299 1.468803
C 0.034100 -0.221583 -1.950784
H -0.755532 -2.001384 2.278406
H -2.010577 -1.057982 1.788097
H -0.201048 -0.825060 -2.777376
H 1.309255 -0.540369 1.315630
H 0.326145 0.552888 2.560259
H 0.396573 1.755506 -2.860344

Cartesian forces (eV/Å) of the 6 atoms listed first:
0.35 0.93 1.26
-2.23 -3.30 -2.06
-1.65 -3.42 -0.28
1.39 10.03 -1.14
1.98 4.22 -4.09
2.14 1.06 0.69

Record 2
# C5H6N2O3

A cluster of 2 separate species, C5H6N2O3 in total in a non-equilibrium geometry (the ωB97M-V functional and the def2-TZVPD basis, OMol25).

HOMO level	-0.3249	hartree
net charge	0
relative energy (zero: lowest compared OMol25 entry of this formula, charge and spin)	2.807	eV
SMILES string	O=C1Cc2oncc2N1.O
calculated total energy	-529.267604	Ha
Kohn-Sham gap	9.264	eV
lowest unoccupied orbital energy	0.42	eV

CARTESIAN COORDINATES (ANGSTROEM)
O 0.421294 3.021645 -0.056424
O -1.550122 -2.038865 0.279161
O 1.214066 1.114099 -1.970166
N 1.027446 0.252479 0.316744
N -0.933114 -2.602951 1.372346
C -0.862855 -0.956392 -0.076015
C 0.175000 -0.754659 0.776300
C 0.507122 0.668137 -1.091382
C -0.789628 -0.143882 -1.316474
C 0.126219 -1.870058 1.645691
H -0.535155 3.050813 0.054414
H -0.691738 -0.742956 -2.232738
H 2.007976 0.300237 0.560418
H 0.758856 2.289244 0.677890
H 0.759209 -2.135438 2.488854
H -1.634578 0.548546 -1.428620

Cartesian forces (eV/Å) of the 6 atoms listed first:
1.17 -2.31 2.84
-0.27 -0.11 -0.24
-1.56 -0.31 2.03
-0.86 1.46 -1.51
0.33 -0.02 0.29
0.71 0.03 0.52

Record 3
# C5H6N2O5

An isolated molecule of C5H6N2O5 in a non-equilibrium geometry (the ωB97M-V functional and the def2-TZVPD basis, OMol25).

HOMO level (alpha / beta)	-0.3769 / -0.3768	hartree
net charge	0
relative energy (zero: lowest compared OMol25 entry of this formula, charge and spin)	7.618	eV
SMILES string	CC(=O)C(N=O)(C(C)=O)[N+](=O)[O-]
calculated total energy	-679.594566	Ha
Kohn-Sham gap (alpha / beta)	8.647 / 8.644	eV
lowest unoccupied orbital energy (alpha / beta)	-1.61 / -1.61	eV

CARTESIAN COORDINATES (ANGSTROEM)
O -2.113230 -1.125433 0.401737
O 1.361987 1.920089 0.871031
O 0.781107 -1.521264 -1.026825
O -0.179081 1.715577 2.384843
O -0.369252 2.131726 -1.118345
N -1.404406 -0.370117 1.038161
N 0.314486 1.498229 1.310562
C -0.726316 0.983701 -1.028027
C 1.889523 -1.023312 1.099896
C 0.834517 -0.796591 -0.028682
C -1.468456 0.105488 -1.956259
C -0.337396 0.255497 0.312258
H 2.675391 -0.326922 1.035657
H -0.930265 -0.849731 -1.899551
H 2.278352 -2.124213 0.856690
H 1.396915 -1.005103 2.060365
H -2.449558 -0.167822 -1.429346
H -1.554318 0.700201 -2.884168

Cartesian forces (eV/Å) of the 6 atoms listed first:
1.03 0.58 0.88
-0.64 -0.01 0.36
-0.01 2.24 2.56
-0.23 0.12 -0.70
-0.79 -0.88 -0.78
-1.09 -0.71 0.10

Record 4
# C5H6N2OS

An isolated molecule of C5H6N2OS in a non-equilibrium geometry (the ωB97M-V functional and the def2-TZVPD basis, OMol25).

HOMO level	-0.3359	hartree
net charge	0
relative energy (zero: lowest compared OMol25 entry of this formula, charge and spin)	1.476	eV
SMILES string	COC(=S)n1ccnc1
calculated total energy	-777.013768	Ha
Kohn-Sham gap	8.833	eV
lowest unoccupied orbital energy	-0.31	eV

CARTESIAN COORDINATES (ANGSTROEM)
S 1.346705 -1.438848 -1.158702
O 1.439663 0.616867 0.407591
N -0.779896 0.022329 -0.197110
N -2.751537 0.840776 0.371982
C 2.832269 0.350429 0.472049
C -1.457044 1.065742 0.403541
C 0.622796 -0.149939 -0.334169
C -2.962473 -0.363693 -0.241190
C -1.702030 -0.909078 -0.561155
H 3.492312 0.637485 -0.285360
H 3.165639 0.812672 1.370659
H -1.513663 -1.875635 -1.139955
H 3.053401 -0.701710 0.563198
H -0.838063 1.988133 0.639592
H -3.948075 -0.895532 -0.310970

Cartesian forces (eV/Å) of the 6 atoms listed first:
-1.57 1.23 0.16
-2.00 0.81 -0.59
2.07 0.22 0.27
0.37 1.20 0.44
0.02 -1.24 1.51
0.26 0.96 -0.43

Record 5
# C5H6N2S

A structure of composition C5H6N2S in a non-equilibrium geometry (the ωB97M-V functional and the def2-TZVPD basis, OMol25).

HOMO level (alpha / beta)	-0.2731 / -0.2817	hartree
net charge	0
relative energy (zero: lowest compared OMol25 entry of this formula, charge and spin)	6.114	eV
calculated total energy	-701.614252	Ha
Kohn-Sham gap (alpha / beta)	6.849 / 6.860	eV
lowest unoccupied orbital energy (alpha / beta)	-0.58 / -0.81	eV

CARTESIAN COORDINATES (ANGSTROEM)
S 2.111223 -0.945705 0.543324
N 1.009760 1.702721 1.104201
N -0.480870 0.284147 0.149678
C -0.042749 1.481891 1.943614
C -0.946424 -0.435606 -0.856891
C 1.703760 -1.720543 -0.767055
C -0.925947 0.563691 1.359142
C 0.797750 0.952628 0.080136
H 0.924592 1.228200 -0.964836
H 2.133939 -2.741784 -0.800741
H -0.129348 1.844808 2.917254
H -2.016546 0.425790 1.703632
H -1.960465 -0.832345 -0.955404
H -0.608357 -0.115739 -1.845987

Cartesian forces (eV/Å) of the 6 atoms listed first:
-0.38 0.34 -0.57
-0.50 1.87 2.12
0.66 -0.03 -0.84
0.42 -1.86 -2.14
-0.37 0.31 -2.28
-0.04 -0.94 0.71

Record 6
# C5H6N3O4

A cluster of 2 separate species, C5H6N3O4 in total in a non-equilibrium geometry (the ωB97M-V functional and the def2-TZVPD basis, OMol25).

HOMO level	-0.1152	hartree
net charge	-1
relative energy (zero: lowest compared OMol25 entry of this formula, charge and spin)	2.784	eV
calculated total energy	-659.275455	Ha
Kohn-Sham gap	6.531	eV
lowest unoccupied orbital energy	3.40	eV

CARTESIAN COORDINATES (ANGSTROEM)
O -0.876225 -0.381219 1.001748
O -1.979183 2.229435 -1.791987
O 0.956488 2.340302 1.516841
O -2.960307 -2.333868 -0.193896
N -3.820821 1.289254 1.290717
N -0.131465 2.067129 -0.385713
N -2.330596 -1.131115 -0.761919
C -3.023297 0.569055 0.862288
C 2.127023 1.315059 -0.464404
C -1.199214 2.026027 -0.946419
C -1.969614 -0.106827 0.099145
C 0.955083 1.971391 0.371786
H -3.036211 -2.064914 0.750290
H 1.585647 0.986239 -1.314137
H 2.653727 2.315880 -0.817642
H 2.780728 0.704640 0.228930
H -0.542221 0.315593 1.536787
H -1.485239 -1.578057 -1.124627

Cartesian forces (eV/Å) of the 6 atoms listed first:
0.23 -2.55 -0.68
-0.87 0.59 -0.22
0.99 0.18 1.11
-0.44 0.04 1.82
-0.23 -0.01 0.57
-0.61 0.84 -0.70